67
Properties=species:S:1:pos:R:3:forces:R:3:lowdin_charge:R:1 method="wB97M-V/def2-TZVPD" lumo_energy_ha=-0.0063 total_charge=0 homo_ev=-8.5 orbital_gap_ev=8.3
Y -0.539 -1.204 0.369 -0.001 0.206 -0.312 1.081
Br -4.846 1.441 -4.759 0.028 -0.017 0.031 0.769
Br -2.969 -0.643 1.440 -0.051 0.014 0.106 0.012
P 0.616 0.475 2.687 0.079 -0.102 -0.106 1.037
P 2.787 -2.515 0.303 -0.055 -0.318 -0.048 0.367
P 1.029 -1.702 -2.072 -0.082 -0.126 0.218 0.276
F -2.038 -4.029 0.285 0.041 -0.067 0.039 -0.016
F -1.252 -3.792 2.297 0.041 -0.007 -0.019 -0.008
F 0.059 -4.449 0.694 0.066 -0.058 -0.012 -0.058
O 1.536 -1.956 0.919 -0.072 0.293 -0.003 -0.423
O 2.889 -4.040 0.746 0.014 0.130 -0.080 -0.110
O 1.261 -1.566 -3.658 0.026 0.019 -0.018 -0.116
O 1.008 -0.355 -1.409 0.159 0.137 -0.048 -0.364
O -0.137 -2.564 -1.706 0.069 0.033 0.044 -0.322
O 4.097 -1.817 0.447 -0.034 0.027 -0.133 -0.284
N -1.924 -0.270 -1.586 0.053 0.022 0.119 -0.071
N 3.757 -1.788 -2.108 0.022 -0.016 0.167 0.175
C 0.192 2.321 4.874 -0.059 0.002 0.021 -0.107
C 2.409 0.836 2.355 -0.056 0.029 -0.053 -0.550
C 2.528 1.498 0.979 0.030 -0.033 0.004 -0.130
C -2.707 1.568 -2.892 -0.013 0.061 -0.026 -0.093
C -0.760 -0.979 4.656 0.006 0.004 0.050 -0.118
C -2.848 -1.049 -2.149 0.020 0.001 0.052 -0.136
C -0.039 2.068 3.382 0.002 -0.033 0.027 -0.536
C 3.177 1.669 3.382 -0.046 0.023 0.026 -0.112
C 2.562 -2.577 -1.580 0.047 0.037 -0.032 -0.467
C -1.516 2.270 3.040 0.010 0.044 0.058 -0.156
C 1.727 -0.848 5.028 -0.002 -0.007 0.009 -0.106
C -3.659 0.746 -3.468 -0.027 0.009 -0.031 -0.682
C -3.739 -0.585 -3.100 -0.052 -0.038 -0.038 -0.087
C -0.968 -3.519 0.983 -0.174 -0.215 0.079 -0.584
C 0.611 -0.858 3.985 -0.058 0.073 0.059 -0.538
C -1.860 1.007 -1.953 0.031 -0.031 -0.021 -0.125
C 2.583 -3.990 -2.151 -0.003 0.002 0.059 -0.076
H -2.624 2.610 -3.162 0.000 -0.018 0.011 0.106
H -1.090 1.608 -1.483 0.006 -0.001 0.003 0.118
H 1.997 -4.369 0.961 -0.034 -0.033 0.010 0.070
H -0.922 -0.167 5.370 -0.009 -0.178 -0.071 0.058
H 4.389 -2.390 -2.630 -0.022 -0.018 -0.042 0.158
H -1.706 2.177 1.972 -0.006 0.001 -0.021 0.036
H -0.811 -1.920 5.207 -0.007 0.016 -0.014 0.085
H 3.486 -1.004 -2.699 0.007 0.041 0.017 0.145
H 4.242 -1.466 -1.223 -0.022 -0.015 0.062 0.113
H -2.873 -2.081 -1.820 -0.008 -0.002 0.003 0.117
H -4.478 -1.246 -3.532 0.020 0.011 0.015 0.109
H 0.538 2.810 2.815 0.000 0.032 0.008 0.093
H -0.083 3.352 5.114 0.011 -0.016 -0.013 0.082
H 2.100 0.880 0.191 0.024 0.025 0.013 0.027
H -1.579 -0.971 3.938 -0.031 -0.014 -0.052 0.011
H 2.513 -3.972 -3.241 0.012 0.010 -0.004 0.085
H 2.792 2.691 3.425 0.008 -0.009 0.007 0.074
H -2.145 1.530 3.536 0.017 0.014 -0.008 0.049
H 0.759 -1.752 3.370 -0.006 -0.058 0.000 0.079
H 1.223 2.170 5.181 0.032 0.020 -0.007 0.050
H -1.834 3.264 3.368 -0.005 -0.037 -0.019 0.078
H 3.148 1.252 4.386 0.008 0.021 -0.032 0.050
H 2.024 2.470 0.965 0.006 0.001 0.003 0.074
H 3.485 -4.523 -1.847 -0.001 0.003 0.005 0.091
H 1.725 -4.539 -1.765 0.023 0.017 -0.004 0.090
H 0.526 -1.908 -4.178 -0.054 -0.010 -0.010 0.093
H 2.717 -0.884 4.574 -0.015 -0.002 0.012 0.068
H 2.862 -0.155 2.285 0.042 -0.031 -0.002 0.079
H 1.623 -1.732 5.663 0.003 0.018 -0.011 0.083
H -0.443 1.669 5.477 0.093 0.147 -0.042 0.061
H 4.225 1.731 3.077 -0.018 0.003 0.005 0.082
H 1.670 0.029 5.676 0.005 -0.042 -0.006 0.065
H 3.582 1.673 0.744 -0.034 0.003 -0.002 0.080



66
Properties=species:S:1:pos:R:3:forces:R:3:lowdin_charge:R:1 method="wB97M-V/def2-TZVPD" lumo_energy_ha=0.0119 total_charge=0 homo_ev=-10.2 smiles="O=C1OC[C@@H](F)O1.O=C1OC[C@@H](F)O1.O=C1OC[C@@H](F)O1.CCO.CCO.CCO.CCO" orbital_gap_ev=10.5
F -13.374 -6.116 7.203 -0.397 0.712 -0.068 0.069
F -13.650 -12.123 15.966 0.772 -0.034 -1.337 -0.012
F -17.932 -7.928 14.377 0.488 0.214 -0.028 0.048
O -14.265 -12.337 13.817 0.770 0.973 -1.050 0.145
O -7.761 -9.812 15.179 -0.188 -0.664 -1.222 -0.100
O -15.221 -10.589 12.705 -0.356 -0.585 -0.636 0.168
O -17.501 -6.285 11.941 0.676 0.629 0.497 0.062
O -17.784 -8.452 12.220 -0.385 -0.801 -0.198 0.121
O -12.912 -7.225 9.045 0.496 -0.548 0.573 0.134
O -3.635 -5.711 13.451 -0.054 1.324 0.901 -0.099
O -14.380 -6.021 10.155 -0.393 -0.079 0.113 0.045
O -12.417 -6.358 11.145 -0.409 -1.160 -1.592 0.154
O -13.159 -10.366 13.417 -0.071 -0.632 0.189 0.110
O -10.234 -11.313 11.910 0.167 -0.778 -0.884 -0.119
O -9.874 -9.003 13.155 -0.229 -0.043 0.221 -0.112
O -18.793 -7.368 10.503 -1.802 -0.327 -1.677 0.203
C -16.472 -6.711 12.853 -0.070 0.441 1.563 -0.037
C -17.033 -8.075 13.338 -0.026 1.290 -0.796 -0.281
C -10.691 -9.809 9.984 2.557 0.047 0.895 -0.083
C -13.934 -6.950 8.120 0.150 -1.536 -0.954 -0.299
C -18.159 -7.360 11.474 2.621 -0.172 1.803 -0.573
C -10.597 -11.218 10.527 -0.101 -0.453 -0.345 -0.306
C -4.122 -7.029 13.334 -0.906 0.265 -1.670 -0.333
C -13.152 -12.359 14.629 -0.083 0.807 2.084 -0.249
C -8.840 -9.728 16.103 0.301 -0.333 1.057 -0.307
C -14.263 -11.074 13.209 -1.813 0.653 0.553 -0.513
C -12.290 -11.219 14.110 1.596 -0.756 0.902 -0.087
C -5.560 -7.203 13.791 -0.146 0.330 0.784 -0.102
C -9.312 -6.740 12.521 -0.195 -0.225 0.417 -0.054
C -10.291 -7.631 13.279 2.209 0.029 -1.070 -0.220
C -8.320 -10.074 17.537 0.015 -0.538 -1.693 -0.064
C -13.135 -6.576 10.202 -0.605 1.838 1.023 -0.510
C -15.079 -6.381 8.949 1.798 0.366 -0.053 -0.018
H -15.480 -6.724 12.355 -0.741 -0.433 0.073 0.128
H -11.693 -10.689 14.863 -0.635 -0.036 -0.023 0.133
H -10.037 -10.449 12.308 -0.198 0.351 -0.531 0.019
H -9.061 -9.136 13.659 0.156 0.322 0.091 0.056
H -11.387 -9.217 10.554 -0.368 0.385 -0.162 0.059
H -11.156 -7.487 12.696 -1.682 -0.360 0.196 0.069
H -9.653 -9.332 10.031 -1.315 -0.407 0.268 0.106
H -11.576 -11.627 13.404 0.141 -0.144 -0.217 0.109
H -6.180 -6.402 13.418 -0.055 0.283 -0.798 0.053
H -15.796 -7.151 9.153 -0.612 -0.201 0.126 0.132
H -15.481 -5.492 8.474 -0.253 -0.013 0.149 0.149
H -16.359 -6.017 13.732 -0.500 -0.450 -1.004 0.152
H -12.605 -13.294 14.718 -0.421 -0.230 -0.362 0.167
H -7.893 -10.575 14.579 0.242 0.481 0.724 0.106
H -10.853 -9.880 8.936 -0.817 0.205 -0.880 0.062
H -9.135 -9.919 18.226 -0.288 -0.572 0.411 0.062
H -9.179 -8.705 16.089 -0.145 0.537 0.073 0.095
H -5.691 -7.021 14.872 0.299 -0.766 -0.089 0.080
H -7.564 -9.347 17.828 0.237 -0.131 -0.213 0.068
H -7.872 -11.114 17.495 -0.696 1.193 0.504 0.096
H -9.565 -5.708 12.526 -0.487 0.932 0.326 0.075
H -9.242 -6.992 11.494 -0.423 -0.597 -1.146 0.066
H -11.552 -11.732 10.385 -0.324 0.154 0.341 0.103
H -6.008 -8.152 13.460 0.258 0.208 0.419 0.073
H -10.330 -7.396 14.329 -0.509 0.367 0.339 0.109
H -9.709 -10.322 15.768 0.490 -0.101 0.339 0.100
H -14.176 -7.878 7.548 0.118 0.589 0.689 0.180
H -3.893 -5.234 14.283 0.181 -1.161 -1.042 0.106
H -8.315 -6.823 12.843 1.355 -0.133 0.938 0.031
H -16.272 -8.787 13.630 -0.223 -0.356 -0.271 0.138
H -3.424 -7.712 13.776 0.229 -0.586 0.463 0.096
H -9.960 -11.809 9.830 0.364 0.308 0.913 0.114
H -4.127 -7.224 12.221 0.236 0.108 1.051 0.127



66
Properties=species:S:1:pos:R:3:forces:R:3:lowdin_charge:R:1 method="wB97M-V/def2-TZVPD" lumo_energy_ha="0.0533 / 0.0225" total_charge=-1 homo_ev="-5.2 / -5.5" multiplicity=2 orbital_gap_ev="6.7 / 6.2"
I -2.910 3.273 -0.483 -0.220 0.288 -0.269 0.769
Pd -1.539 0.440 -0.330 2.321 0.962 -0.315 0.637
Ge 0.734 1.077 -0.098 0.996 -0.530 -0.531 0.701
Si 0.956 -1.360 -0.797 0.521 -0.130 -0.447 0.475
Si 2.044 1.447 1.937 0.380 0.362 0.464 0.440
Si 1.608 2.481 -1.931 0.238 0.373 -0.431 0.412
O -1.119 -1.368 3.615 -0.353 -0.401 0.293 0.056
O -5.160 -5.842 0.933 0.298 0.141 0.313 0.039
O -4.656 -2.122 -2.420 0.981 0.488 1.811 0.054
O -1.082 1.969 1.985 0.045 0.380 0.564 -0.207
O -0.777 -0.614 1.564 -0.192 -0.126 -0.050 -0.284
O -3.115 -0.661 -1.835 -2.556 -2.491 0.587 -0.098
O -3.856 -5.807 2.663 -0.295 0.299 -0.566 0.043
O -3.275 -0.075 0.757 -1.318 -1.249 0.519 -0.115
N -3.930 -1.632 -1.527 0.607 1.791 -4.010 -0.266
N -4.325 -5.287 1.648 -0.475 -1.438 0.231 -0.367
C -3.224 -1.344 0.757 -0.764 1.136 0.035 -0.312
C -1.438 -1.307 2.438 0.399 0.247 -0.083 -0.599
C 1.820 0.183 3.352 -0.221 0.385 -0.594 -0.189
C -3.862 -2.148 -0.259 0.281 -0.577 1.790 -0.107
C 1.142 4.307 -1.544 -0.078 -0.665 -0.089 -0.224
C 3.897 1.385 1.432 -0.749 -0.041 -0.064 -0.216
C 1.014 1.927 -3.683 -0.140 0.030 0.725 -0.220
C -0.106 -1.723 -2.349 0.009 0.060 0.598 -0.209
C 2.782 -1.360 -1.417 -0.664 0.132 0.223 -0.224
C 0.925 -2.781 0.487 -0.280 0.646 -0.347 -0.184
C -2.587 -2.050 1.826 -0.134 -0.911 0.147 -0.050
C -3.889 -3.997 1.285 -0.048 1.113 -1.148 -0.167
C -1.919 1.844 -1.731 -0.150 -0.199 0.451 -0.753
C 3.508 2.488 -2.186 -0.558 -0.137 0.409 -0.224
C 1.736 3.246 2.522 -0.064 -0.608 -0.248 -0.218
C -4.291 -3.435 0.067 0.214 -0.167 0.305 0.110
C -2.953 -3.346 2.104 0.492 1.181 0.174 0.076
H -0.076 -2.991 0.845 -0.161 -0.005 0.010 0.009
H 0.210 4.377 -0.988 -0.162 -0.017 0.046 -0.014
H 0.065 1.400 -3.666 -0.132 -0.063 -0.007 -0.002
H 0.673 3.459 2.549 -0.167 -0.034 0.013 0.000
H 0.907 2.774 -4.356 0.034 0.220 -0.042 0.024
H -2.522 -3.862 2.947 0.043 -0.044 0.061 0.132
H 2.201 3.955 1.843 0.154 0.106 -0.202 0.011
H 3.884 1.498 -2.417 0.068 -0.255 -0.045 0.007
H 4.045 2.849 -1.318 0.129 0.123 0.210 -0.003
H 1.038 4.913 -2.440 0.025 0.039 -0.249 0.019
H 3.481 -1.155 -0.614 0.144 0.059 0.238 0.006
H -0.947 1.036 2.242 -0.126 -0.062 -0.121 -0.008
H 0.813 -0.227 3.373 -0.064 -0.047 0.030 -0.012
H -2.011 2.160 2.157 0.009 -0.114 -0.104 0.009
H -2.650 1.480 -2.450 0.031 -0.014 0.063 -0.029
H 2.945 -0.623 -2.194 0.006 0.202 -0.220 -0.005
H 1.529 -2.527 1.353 0.085 0.143 0.145 0.026
H 2.139 3.421 3.515 0.181 -0.063 0.218 0.019
H 1.326 -3.699 0.062 0.137 -0.064 -0.283 0.027
H 4.178 0.421 1.023 0.045 -0.262 -0.080 0.005
H 2.006 0.632 4.325 0.134 0.228 0.076 0.026
H 2.507 -0.652 3.234 0.138 -0.098 -0.117 0.023
H 1.915 4.762 -0.930 0.182 -0.005 0.138 0.014
H 1.745 1.250 -4.118 0.198 -0.104 0.001 0.018
H 4.128 2.134 0.685 0.037 0.197 -0.167 -0.009
H -1.128 2.396 -2.221 0.089 -0.016 0.059 -0.094
H 3.025 -2.334 -1.825 0.026 -0.340 -0.129 0.022
H -4.888 -3.990 -0.638 -0.011 -0.125 -0.002 0.128
H 3.755 3.137 -3.021 -0.062 0.196 -0.237 0.024
H 0.249 -1.139 -3.196 0.114 0.161 -0.039 0.016
H -0.064 -2.772 -2.633 0.122 -0.250 0.015 0.025
H -1.159 -1.466 -2.201 0.169 -0.081 -0.047 -0.016
H 4.530 1.575 2.293 0.061 0.047 0.315 0.023



63
Properties=species:S:1:pos:R:3:forces:R:3:lowdin_charge:R:1 method="wB97M-V/def2-TZVPD" lumo_energy_ha=0.0577 total_charge=-1 homo_ev=-4.8 orbital_gap_ev=6.4
W 3.044 1.681 -0.051 1.117 0.639 -0.213 -0.324
Sb 5.357 3.079 -0.698 -0.649 -0.190 -0.042 0.317
Se 3.353 0.961 -2.235 0.086 -0.005 -0.037 -0.034
Se 4.014 0.904 1.865 -0.131 -0.088 0.037 -0.011
Se 7.255 1.689 -0.613 0.158 -0.200 0.033 -0.268
Se 1.919 3.642 0.148 -0.240 0.060 0.142 -0.039
S 2.218 -1.979 -0.135 -0.014 -0.211 -0.058 0.592
Si -1.641 0.309 0.146 0.057 0.095 0.013 0.741
N 0.038 0.421 0.765 -0.153 -0.188 0.255 0.139
N 0.783 1.126 4.986 0.118 -0.034 0.057 0.123
N 4.856 -2.100 0.299 0.083 -0.106 0.185 0.008
N 4.316 -2.339 -1.815 -0.015 0.111 0.266 -0.006
N 0.854 -0.299 2.946 -0.020 0.367 -0.055 0.138
C -2.136 1.954 2.438 0.057 -0.025 -0.015 -0.088
C 6.144 -2.156 -0.374 -0.016 0.081 0.018 -0.151
C 0.427 0.122 1.852 0.042 -0.197 -0.027 -0.369
C -2.294 -1.395 0.759 -0.046 -0.038 -0.039 -0.569
C -2.678 -1.388 2.249 -0.003 -0.016 -0.061 -0.094
C 3.824 -2.151 -0.543 -0.040 -0.010 -0.256 -0.942
C -2.843 0.694 -2.425 -0.008 0.066 0.032 -0.090
C 5.730 -1.939 -1.834 -0.032 -0.012 -0.025 -0.172
C -3.536 -1.816 -0.044 -0.008 0.029 -0.021 -0.095
C -1.492 0.414 -1.749 0.017 -0.027 -0.098 -0.578
C -0.934 -0.907 -2.305 -0.011 -0.053 -0.030 -0.099
C -1.234 -2.500 0.596 0.055 0.006 0.024 -0.106
C -0.503 1.513 -2.173 -0.004 -0.078 0.066 -0.115
C 0.843 0.499 4.020 -0.166 -0.099 -0.042 -0.372
C -2.114 3.135 0.290 -0.001 -0.051 -0.085 -0.099
C -4.047 1.685 0.834 -0.003 -0.002 -0.034 -0.092
C -2.520 1.811 0.955 -0.076 -0.001 0.006 -0.575
H -0.883 -2.622 -0.426 -0.014 0.002 0.073 0.048
H 4.720 -1.797 1.249 -0.008 0.038 -0.050 0.069
H 3.714 -1.949 -2.524 -0.031 -0.030 -0.051 0.072
H -3.503 -0.716 2.478 -0.042 0.046 -0.018 0.063
H -2.748 2.742 2.890 -0.005 0.008 -0.012 0.088
H -1.032 3.266 0.251 0.017 -0.012 -0.012 0.022
H -2.514 3.224 -0.721 0.040 0.012 -0.017 0.066
H -3.603 -0.055 -2.195 0.014 -0.001 0.002 0.065
H -3.298 -2.006 -1.092 -0.045 0.007 0.066 0.060
H 5.828 -0.883 -2.105 -0.004 -0.001 0.011 0.060
H -4.331 -1.069 -0.008 -0.046 0.022 0.009 0.068
H -1.095 2.263 2.544 0.007 -0.006 0.017 0.075
H -4.450 0.833 1.380 0.010 -0.048 0.042 0.061
H -3.937 -2.745 0.375 0.004 -0.006 0.006 0.084
H 0.464 1.416 -1.681 -0.114 0.001 -0.045 -0.024
H 6.805 -1.368 -0.015 -0.001 -0.006 -0.035 0.074
H -2.700 0.698 -3.511 0.000 -0.008 -0.009 0.086
H -3.237 1.674 -2.148 -0.005 -0.019 -0.021 0.062
H -0.752 -0.786 -3.378 -0.003 0.015 -0.010 0.087
H 0.017 -1.183 -1.843 0.011 0.032 -0.024 0.036
H -0.357 -2.336 1.224 -0.003 0.035 0.004 0.044
H -1.677 -3.451 0.913 -0.010 -0.003 -0.009 0.088
H -1.634 -1.737 -2.187 0.073 0.041 -0.030 0.060
H -0.320 1.420 -3.249 -0.012 0.010 -0.013 0.087
H -2.994 -2.399 2.525 -0.009 -0.012 0.012 0.085
H 6.612 -3.134 -0.226 0.017 0.004 0.009 0.110
H -4.515 2.586 1.245 -0.001 0.002 0.004 0.085
H -0.876 2.517 -1.991 -0.019 0.062 0.063 0.062
H -4.368 1.596 -0.207 -0.009 0.000 0.031 0.066
H -2.281 1.052 3.029 -0.020 -0.027 -0.004 0.059
H 6.307 -2.553 -2.524 -0.001 0.002 -0.008 0.108
H -1.839 -1.130 2.894 0.069 0.013 0.023 0.068
H -2.524 3.963 0.879 -0.016 0.001 -0.002 0.088